A structure of composition C13H20N4O7RhSSbSe4 at a distorted geometry. Source: the OMol25 dataset; level of theory: ωB97M-V with the def2-TZVPD basis set.

Structure (XYZ):
```
51
Properties=species:S:1:pos:R:3:forces:R:3:mulliken_charge:R:1
Rh 0.0888 0.0298 0.2073 0.190 -1.167 -1.083 0.55
C -1.4004 -5.3333 4.3506 0.016 -0.007 0.024 -1.48
C -0.4036 -4.2670 3.9849 0.013 -0.005 0.010 1.13
C -0.6281 -2.9352 4.3111 0.004 0.000 -0.001 -1.05
C 0.2281 -1.9356 3.8762 0.031 0.020 0.074 -0.18
C 1.3359 -2.2589 3.1055 -0.066 -0.043 -0.107 0.03
C 1.5963 -3.5903 2.8081 -0.028 -0.003 -0.010 -0.40
C 0.7355 -4.5822 3.2509 -0.011 -0.006 -0.016 -0.75
S 2.3548 -0.9928 2.3467 0.196 0.206 0.065 1.08
O 3.2801 -0.5250 3.3589 -0.289 -0.005 0.228 -0.81
O 2.9496 -1.6641 1.2121 0.136 -0.038 -0.061 -0.78
N 1.4192 0.1600 1.8347 0.223 0.017 -0.464 -0.08
C 0.8483 1.0992 2.7924 0.128 0.146 -0.012 -0.81
C -0.6757 1.0640 2.7311 -0.088 -0.028 -0.226 0.73
O -1.3673 1.4746 3.6529 0.114 0.016 0.156 -0.79
O -1.1558 0.6087 1.6182 -0.216 0.362 0.429 -0.52
H -2.0415 -5.0105 5.1715 0.003 0.001 0.003 0.37
H -0.9042 -6.2602 4.6447 0.001 0.000 -0.003 0.37
H -2.0429 -5.5584 3.4966 -0.005 0.002 0.000 0.28
H -1.5117 -2.6624 4.8765 -0.003 0.004 -0.005 0.32
H -0.0030 -0.9097 4.1255 -0.011 0.006 -0.035 0.39
H 2.4523 -3.8334 2.1937 -0.012 0.008 -0.020 0.40
H 0.9298 -5.6160 2.9852 0.000 0.001 -0.003 0.31
H 1.1346 2.1219 2.5183 0.032 -0.019 -0.023 0.29
H 1.2044 0.9413 3.8107 -0.045 -0.027 0.007 0.39
Se -3.3464 -4.7294 -2.3433 0.095 0.043 -0.167 -0.70
Sb -1.3602 -3.4028 -2.5454 0.163 -0.686 -0.747 0.59
Se -0.7779 -2.2388 0.3193 -0.719 1.084 0.494 -0.33
Se -1.9740 -0.7296 -1.0529 0.156 -0.378 0.841 -0.43
Se -0.0730 -3.9421 -4.7138 -0.203 0.110 0.094 -0.89
O 1.6161 3.8277 -1.3550 0.025 -0.064 0.004 -0.72
N 1.5900 2.6224 -1.1286 -0.047 0.082 0.046 1.15
O 2.5758 1.8953 -1.3772 0.115 0.093 0.021 -0.73
O 0.5295 2.1052 -0.6666 -0.222 0.157 0.376 -0.57
N 2.0968 -1.7639 -4.0342 -0.280 0.049 0.183 0.38
C 2.8783 -2.0558 -2.8076 0.070 0.022 0.039 -1.03
C 1.9914 -1.8731 -1.5857 -0.143 -0.020 -0.265 -0.25
N 1.3592 -0.5503 -1.5330 -0.255 0.188 0.535 0.88
C 0.7203 -0.1790 -2.8025 0.229 -0.012 -0.122 -0.54
C 1.6454 -0.3514 -3.9979 0.066 0.074 0.028 -1.02
H 1.2126 -2.4645 -4.1269 0.271 -0.036 -0.115 -0.21
H 2.6224 -1.9730 -4.8783 0.082 0.061 0.026 0.39
H 3.7236 -1.3624 -2.7776 0.051 -0.068 -0.043 0.37
H 3.2417 -3.0801 -2.8815 -0.029 -0.015 0.098 0.36
H 2.5650 -2.0174 -0.6806 0.063 0.006 0.084 0.16
H 1.2111 -2.6332 -1.6034 -0.035 0.023 -0.001 0.10
H 2.0085 0.2003 -1.2682 0.350 -0.193 -0.335 0.77
H 0.3867 0.8538 -2.7317 -0.007 0.002 -0.010 0.35
H -0.1612 -0.7945 -2.9563 -0.028 -0.033 0.040 0.17
H 2.5257 0.2895 -3.9001 -0.005 0.018 -0.087 0.41
H 1.1308 -0.1415 -4.9348 -0.077 0.053 0.052 0.36
```
Positions in Å, forces in eV/Å.

The highest occupied orbital energy comes out at -1.70 eV. Its total charge is -2. For the HOMO-LUMO gap, the calculation gives 0.2037 Ha. For the energy relative to the best compared isomer or geometry (same formula, charge and spin), the calculation gives 0.0 kcal/mol. The largest force on an atom is 1.60 eV Å⁻¹.